Record 1
Here is 9 unconnected molecules or ions with the total composition C9H36O9 at a distorted geometry from OMol25. Energies are from ωB97M-V with the def2-TZVPD basis set.

The SMILES is CO.CO.CO.CO.CO.CO.CO.CO.CO. Its total charge is 0. For the HOMO-LUMO gap, the calculation gives 10.37 eV.

Geometry (Å):
C -1.015 -2.801 1.468
O -1.472 -1.872 0.453
H -0.797 -2.296 2.410
H -1.674 -3.732 1.648
H -0.072 -3.214 1.125
H -2.331 -1.484 0.638
C -1.828 -0.641 -2.533
O -0.662 -1.443 -2.400
H -2.538 -0.898 -1.733
H -1.779 0.451 -2.585
H -2.245 -0.957 -3.475
H -0.747 -1.862 -1.558
C 2.213 -2.940 -0.922
O 1.849 -1.834 -0.155
H 3.139 -2.730 -1.494
H 2.548 -3.652 -0.143
H 1.563 -3.464 -1.639
H 1.546 -1.136 -0.738
C -5.403 -0.709 0.626
O -3.943 -0.617 0.627
H -5.761 -0.665 1.659
H -5.892 0.074 0.115
H -5.778 -1.628 0.231
H -3.771 0.347 0.920
C -0.018 2.427 2.219
O -0.577 1.576 1.219
H 1.005 2.117 2.624
H -0.041 3.454 1.981
H -0.714 2.213 3.057
H 0.051 0.933 0.862
C 5.037 0.809 -1.491
O 3.942 1.348 -0.724
H 5.775 1.532 -1.786
H 5.549 0.024 -0.935
H 4.722 0.402 -2.475
H 3.914 0.859 0.136
C 3.271 0.165 2.697
O 3.919 -0.321 1.555
H 2.178 0.391 2.465
H 3.261 -0.541 3.521
H 3.725 1.092 3.023
H 3.286 -1.018 1.193
C -3.612 2.183 -0.459
O -3.325 2.004 0.911
H -3.338 3.175 -0.751
H -3.023 1.464 -0.979
H -4.608 1.882 -0.626
H -2.404 1.983 1.155
C 0.882 1.648 -2.067
O 1.416 1.160 -0.822
H 1.653 1.599 -2.838
H -0.017 1.066 -2.362
H 0.488 2.717 -1.952
H 2.452 1.361 -0.896

Record 2
Here is a molecular structure, C45H57BrN4O4SeTl from OMol25. Energies are from ωB97M-V with the def2-TZVPD basis set.

Its total charge is +1. For the HOMO-LUMO gap (alpha / beta), the calculation gives 5.92 / 5.94 eV.

Geometry (Å):
Tl 2.690 -0.251 -0.204
C -4.001 -0.361 5.341
C -3.036 0.759 4.952
C -3.813 1.828 4.162
C -2.467 1.389 6.238
C -1.866 0.259 4.119
C -0.955 1.200 3.585
C 0.132 0.790 2.883
Se 1.342 1.974 1.980
C 0.096 2.710 0.724
C -1.042 3.379 1.068
C -1.929 3.825 0.070
C -1.653 3.491 -1.276
C -0.536 2.822 -1.697
C 0.471 2.518 -0.681
O 1.618 2.128 -0.956
C -0.387 2.465 -3.181
C 0.755 1.485 -3.495
C -0.154 3.757 -3.980
C -1.693 1.798 -3.655
C -3.177 4.632 0.390
C -4.419 3.827 -0.028
C -3.288 4.962 1.881
C -3.131 5.954 -0.397
C 0.454 -0.635 2.749
O 1.548 -0.974 2.268
C -0.554 -1.601 3.198
C -1.648 -1.111 3.869
C -0.385 -3.089 2.896
C 0.883 -3.651 3.566
C -0.296 -3.269 1.367
C -1.579 -3.906 3.394
H -4.820 0.060 5.927
H -3.513 -1.120 5.957
H -4.435 -0.846 4.463
H -4.708 2.115 4.718
H -4.124 1.447 3.186
H -3.218 2.731 4.008
H -3.284 1.780 6.850
H -1.785 2.212 6.014
H -1.923 0.646 6.825
H -1.125 2.259 3.732
H -1.249 3.570 2.111
H -2.384 3.783 -2.020
H 1.734 1.919 -3.308
H 0.692 1.217 -4.553
H 0.672 0.564 -2.912
H 0.778 4.239 -3.675
H -0.970 4.470 -3.837
H -0.087 3.524 -5.045
H -1.920 0.913 -3.055
H -1.580 1.484 -4.694
H -2.548 2.474 -3.606
H -4.487 2.897 0.543
H -4.403 3.573 -1.090
H -5.320 4.414 0.165
H -3.405 4.058 2.485
H -4.169 5.584 2.047
H -2.416 5.515 2.239
H -3.113 5.788 -1.476
H -2.245 6.535 -0.128
H -4.016 6.549 -0.164
H -2.383 -1.812 4.231
H 1.779 -3.139 3.221
H 0.971 -4.713 3.326
H 0.817 -3.552 4.653
H 0.557 -2.734 0.952
H -1.208 -2.906 0.884
H -0.181 -4.329 1.126
H -1.687 -3.844 4.480
H -1.418 -4.955 3.139
H -2.516 -3.590 2.927
C 5.505 -0.007 -2.910
O 4.275 -0.711 -2.762
C 3.790 -1.363 -3.851
C 4.434 -1.421 -5.072
C 3.846 -2.122 -6.119
Br 4.734 -2.183 -7.790
C 2.641 -2.754 -5.967
C 1.988 -2.704 -4.729
C 2.559 -2.010 -3.665
O 1.968 -1.928 -2.454
C 0.681 -3.324 -4.528
N -0.042 -3.142 -3.448
C -1.200 -3.885 -3.631
C -2.303 -4.053 -2.797
C -3.326 -4.866 -3.245
C -3.263 -5.500 -4.496
C -2.176 -5.342 -5.333
C -1.150 -4.523 -4.875
N 0.062 -4.142 -5.424
H 6.316 -0.688 -3.171
H 5.712 0.443 -1.942
H 5.419 0.772 -3.669
H 5.379 -0.923 -5.229
H 2.201 -3.273 -6.807
H 1.078 -2.367 -2.541
H -2.343 -3.559 -1.834
H -4.199 -5.018 -2.623
H -4.085 -6.131 -4.809
H -2.129 -5.835 -6.297
H 0.434 -4.448 -6.304
C 6.203 -1.005 4.130
N 6.496 0.010 3.121
C 7.767 0.729 3.205
C 5.713 0.160 2.073
N 5.019 0.282 1.151
H 6.137 -0.543 5.116
H 6.992 -1.760 4.146
H 5.256 -1.486 3.902
H 7.813 1.299 4.133
H 7.856 1.414 2.367
H 8.601 0.026 3.181

no.,E_tot (eV)
1,-28340.254
2,-201817.805